Entry 1:
{"formula": "C3H4N2O3", "method": "wB97M-V/def2-TZVPD", "symbols": ["O", "O", "O", "N", "N", "C", "C", "C", "H", "H", "H", "H"], "coordinates": [[-2.5942, -0.5661, 0.1483], [-0.1840, 1.9691, -0.3505], [2.8835, 0.2897, 0.0889], [0.8589, -0.5505, -0.5648], [-0.3435, -1.0093, -0.2825], [-1.4348, -0.1762, 0.0150], [-1.1083, 1.2997, 0.1870], [1.8559, -0.3381, 0.3788], [-0.6117, -1.9927, -0.5183], [0.8140, 0.2350, -1.2333], [-1.9959, 1.7347, 0.7559], [1.8601, -0.8953, 1.3755]], "forces_ev_per_a": [[1.997, 0.760, -0.283], [-3.387, -2.574, 2.060], [-2.506, -0.987, 0.500], [2.390, 2.055, -1.055], [-4.645, -1.694, 1.193], [0.455, -1.758, -0.115], [1.049, 2.865, -1.364], [3.124, 0.167, 0.161], [0.577, 1.240, 0.225], [0.626, -0.705, 0.231], [1.202, 0.144, -0.418], [-0.882, 0.489, -1.134]], "nbo_charge": [-0.541, -0.478, -0.564, -0.462, -0.440, 0.544, 0.326, 0.506, 0.403, 0.409, 0.159, 0.138], "homo_lumo_gap_ev": 9.1, "molar_mass_g_mol": 116.08, "e_tot_ha": -451.8917, "homo_energy_ev": -10.25, "relative_energy_kcal_mol": 55.24, "smiles": "O=CNNC(=O)C=O"}

---

Entry 2:
{"formula": "C7H9NP2", "method": "wB97M-V/def2-TZVPD", "symbols": ["P", "P", "N", "C", "C", "C", "C", "C", "C", "C", "H", "H", "H", "H", "H", "H", "H", "H", "H"], "coordinates": [[3.4092, 0.7947, -0.0241], [1.7021, -1.7867, -0.2624], [-2.3401, -1.2779, 0.3931], [-3.6485, -0.8978, 0.2768], [-3.6826, 0.3502, -0.2796], [3.4225, -1.0713, 0.1063], [-1.5855, -0.2837, -0.1008], [0.9841, -0.3186, -0.0695], [1.5642, 0.9587, 0.3029], [-2.3441, 0.7566, -0.5202], [4.1825, -1.4744, -0.5642], [-4.5509, 0.9374, -0.5025], [3.6979, -1.3640, 1.1269], [1.1713, 1.8012, -0.2734], [1.3976, 1.1740, 1.3650], [-4.4486, -1.5361, 0.5974], [-2.0179, 1.6818, -0.9478], [-2.0028, -2.1630, 0.7340], [3.2552, 0.7882, -1.4216]], "forces_ev_per_a": [[-0.230, -0.366, 0.171], [0.240, 0.253, 0.017], [0.175, -0.485, 0.128], [-0.633, 0.047, 0.022], [-0.077, -0.036, 0.039], [-0.210, 0.004, 0.103], [4.158, 0.225, -0.092], [-3.231, -0.560, 0.034], [0.114, 0.667, 0.111], [0.020, 0.045, -0.055], [-0.046, -0.035, -0.003], [-0.277, 0.011, 0.009], [-0.018, 0.001, -0.138], [0.019, -0.065, 0.070], [-0.030, 0.001, -0.112], [-0.088, -0.133, 0.054], [0.134, 0.152, -0.075], [-0.039, 0.197, -0.050], [0.019, 0.077, -0.234]], "nbo_charge": [0.578, 0.661, -0.577, -0.094, -0.296, -1.010, 0.269, -0.334, -0.824, -0.400, 0.249, 0.221, 0.239, 0.257, 0.251, 0.210, 0.227, 0.422, -0.049], "homo_lumo_gap_ev": [7.7, 7.7], "molar_mass_g_mol": 169.10, "e_tot_ha": -1009.4031, "homo_energy_ev": [-8.21, -8.17], "relative_energy_kcal_mol": 75.47}

---

Entry 3:
{"formula": "CH4NP3", "method": "wB97M-V/def2-TZVPD", "symbols": ["P", "P", "P", "N", "C", "H", "H", "H", "H"], "coordinates": [[-1.9205, 0.6767, 0.1691], [-1.2399, -1.5692, -0.0426], [0.8589, -1.0865, 0.1835], [-0.5752, 1.3663, 0.0150], [0.7562, 0.9148, -0.0195], [-1.6262, -1.5603, 1.4171], [1.4663, 1.2806, 0.6105], [1.2600, -1.0540, -1.2682], [1.0204, 1.0317, -1.0650]], "forces_ev_per_a": [[-0.307, -0.930, -0.666], [-0.912, 0.691, 1.430], [0.783, 1.002, -1.501], [0.648, 1.255, 1.364], [-2.375, -2.737, -2.713], [0.671, -0.409, -1.283], [1.441, 1.715, 1.927], [-0.692, -0.829, 1.412], [0.743, 0.242, 0.030]], "nbo_charge": [0.888, -0.176, 0.134, -0.865, -0.411, 0.002, 0.212, -0.006, 0.221], "homo_lumo_gap_ev": 8.6, "molar_mass_g_mol": 122.97, "e_tot_ha": -1119.2539, "homo_energy_ev": -8.90, "relative_energy_kcal_mol": 7.98, "smiles": "C1N=P#[PH]P1"}

---

Entry 4:
{"formula": "C39H47N8O", "method": "wB97M-V/def2-TZVPD", "symbols": ["O", "N", "N", "N", "N", "N", "N", "N", "N", "C", "C", "C", "C", "C", "C", "C", "C", "C", "C", "C", "C", "C", "C", "C", "C", "C", "C", "C", "C", "C", "C", "C", "C", "C", "C", "C", "C", "C", "C", "C", "C", "C", "C", "C", "C", "C", "C", "C", "H", "H", "H", "H", "H", "H", "H", "H", "H", "H", "H", "H", "H", "H", "H", "H", "H", "H", "H", "H", "H", "H", "H", "H", "H", "H", "H", "H", "H", "H", "H", "H", "H", "H", "H", "H", "H", "H", "H", "H", "H", "H", "H", "H", "H", "H", "H"], "coordinates": [[3.4323, 0.8961, -0.8403], [-1.7600, -2.3041, -2.5836], [1.9984, 3.7493, 3.9353], [-5.1062, 0.6836, -1.7364], [-6.0374, -5.6759, -3.4507], [-7.0846, -4.4359, 1.3278], [7.7827, 4.1679, 6.7618], [-3.3628, 1.1332, -0.6380], [7.0236, 2.8775, -2.6342], [3.8377, 3.5086, 2.4101], [6.5071, 2.1304, -0.4129], [-5.2912, 0.0216, -0.5536], [2.0075, 0.8781, -1.0099], [-3.0083, -2.2664, -2.1065], [-6.1609, -4.8640, 0.4626], [3.8223, 4.8687, 2.1476], [-4.1032, 0.3345, 0.2098], [-4.9739, -5.4722, 0.8404], [-7.2743, -6.1564, -3.6073], [6.1750, 2.3755, -1.7336], [2.0029, 5.0587, 3.6694], [-6.1392, -4.8714, -5.7107], [-1.0902, 2.2163, -1.0967], [1.5250, 2.3625, -1.1077], [-3.9433, 1.3531, -1.8167], [-6.8267, -4.6146, 2.6263], [8.6978, 2.9344, -0.9115], [7.7971, 2.4159, 0.0049], [-2.0874, 1.6166, -0.0653], [5.5392, 4.9491, 6.4115], [6.7208, 4.8868, 7.1344], [-5.6705, -5.2083, 3.1087], [0.2173, 2.5909, -0.2891], [-5.4941, -5.0472, -4.4972], [-4.7269, -5.6454, 2.1929], [6.5448, 3.4762, 4.8248], [8.2618, 3.1470, -2.2113], [-7.4210, -5.3799, -5.8509], [-3.8042, -3.3861, -1.9452], [4.0164, -0.3674, -1.2171], [2.8863, 5.6648, 2.7883], [7.6783, 3.4795, 5.6232], [-1.9919, -4.6852, -2.7989], [-1.2754, -3.5027, -2.9191], [5.4551, 4.2276, 5.2322], [-8.0039, -6.0375, -4.7793], [2.9084, 3.0016, 3.3056], [-3.2813, -4.6184, -2.3003], [0.1504, 3.6526, 0.0182], [-3.5200, 1.9540, -2.6243], [-5.8060, 0.6672, -2.4746], [1.7667, 0.3725, -1.9689], [6.8361, 5.4365, 8.0624], [2.8425, 6.7309, 2.6100], [-5.6510, -4.3513, -6.5240], [-3.8106, -6.1154, 2.5290], [3.2669, -1.1037, -1.5755], [-4.2622, -5.8013, 0.0960], [-3.3827, -1.2876, -1.8318], [-4.8086, -3.2977, -1.5523], [4.7085, 5.5468, 6.7629], [-5.5140, -5.3255, 4.1727], [8.0966, 2.2379, 1.0311], [-3.8517, 0.0112, 1.2224], [-3.8751, -5.5175, -2.1898], [-7.6897, -6.6597, -2.7407], [1.3395, 2.6743, -2.1565], [4.5546, 4.2503, 4.6397], [-6.1609, -0.5738, -0.2486], [-2.3266, 2.4307, 0.6560], [4.5581, -0.7935, -0.3409], [4.5315, 5.3030, 1.4531], [-1.5507, -5.6297, -3.0879], [-0.2606, -3.5019, -3.3014], [-7.5954, -4.2600, 3.3045], [4.7794, -0.2006, -2.0040], [4.5541, 2.8551, 1.9304], [-1.5786, 0.8325, 0.5314], [1.5878, 0.3460, -0.1229], [0.2657, 1.9870, 0.6477], [-7.9591, -5.2650, -6.7838], [2.8800, 1.9425, 3.5403], [5.1768, 2.1640, -2.1000], [-4.4912, -4.6711, -4.3414], [-6.3978, -4.7042, -0.5850], [-0.8815, 1.5631, -1.9656], [-1.5253, 3.1816, -1.4387], [6.5167, 2.8998, 3.9087], [-9.0019, -6.4483, -4.8507], [8.9293, 3.5550, -2.9626], [2.3452, 3.0053, -0.7279], [5.7708, 1.7262, 0.2695], [9.7141, 3.1702, -0.6256], [1.2551, 5.6412, 4.1971], [8.5558, 2.9038, 5.3479]], "forces_ev_per_a": [[-0.446, -0.872, -0.673], [-0.168, -0.072, 0.068], [0.155, 0.107, -0.242], [-1.167, -0.120, -1.072], [-0.143, 0.119, -0.247], [0.296, -0.035, 0.077], [-0.276, 0.008, -0.184], [1.205, -0.459, 1.974], [0.153, -0.045, 0.321], [-0.111, -0.023, -0.140], [0.068, 0.005, 0.136], [2.940, 0.891, 2.242], [0.427, 0.861, -0.293], [0.292, -0.172, -0.117], [-0.239, 0.125, 0.034], [0.064, 0.050, -0.172], [-3.629, -0.774, -2.741], [-0.016, 0.009, 0.056], [0.167, -0.008, 0.213], [-0.039, 0.122, -0.391], [-0.104, -0.173, 0.156], [-0.071, -0.034, 0.027], [-0.041, 0.574, 1.008], [-0.298, -0.212, 0.576], [-0.028, -0.620, 1.350], [-0.190, 0.090, -0.154], [-0.061, -0.014, 0.019], [0.055, 0.006, 0.087], [1.230, 1.273, -0.455], [0.080, -0.044, -0.021], [0.246, -0.069, 0.064], [0.032, -0.003, -0.059], [0.102, -0.025, -0.346], [-0.103, -0.117, 0.115], [0.094, -0.038, 0.048], [-0.022, 0.052, 0.061], [-0.170, 0.000, -0.200], [-0.065, 0.017, -0.085], [0.009, 0.130, 0.039], [0.686, -0.048, 0.385], [0.023, -0.053, -0.010], [0.171, 0.047, 0.195], [-0.036, 0.149, 0.067], [0.069, 0.300, -0.006], [-0.037, 0.067, 0.071], [0.058, 0.046, -0.045], [-0.276, -0.063, 0.049], [0.135, -0.295, 0.196], [-0.008, -0.548, -0.121], [-0.435, -0.395, 0.316], [0.351, 0.051, 0.103], [-0.051, -0.074, 0.695], [-0.061, 0.014, -0.013], [-0.007, -0.015, 0.035], [0.020, -0.025, 0.023], [-0.030, 0.000, -0.009], [0.385, 0.503, 0.232], [-0.031, -0.006, 0.011], [0.032, 0.001, -0.034], [0.010, -0.030, -0.018], [0.025, -0.007, 0.012], [-0.036, 0.002, -0.016], [0.008, 0.003, -0.028], [0.225, 0.380, -0.640], [-0.066, 0.069, -0.065], [-0.054, -0.014, -0.051], [0.248, -0.302, 0.489], [0.016, 0.057, 0.103], [0.469, 0.434, -0.560], [-0.022, -0.556, -0.454], [-0.477, 0.200, -0.511], [0.000, -0.019, 0.028], [0.014, 0.032, 0.004], [-0.019, -0.062, -0.009], [0.046, -0.033, 0.047], [-0.505, -0.052, 0.287], [-0.032, -0.003, 0.003], [-0.677, 0.042, -0.653], [-0.151, 0.290, -0.707], [0.018, 0.413, -0.571], [0.014, -0.011, 0.024], [0.083, -0.002, -0.025], [-0.022, 0.006, 0.097], [-0.016, 0.038, -0.177], [0.058, -0.120, -0.033], [-0.147, 0.139, 0.560], [0.247, -0.683, -0.220], [0.020, -0.002, 0.015], [0.025, -0.006, 0.031], [0.048, -0.007, 0.059], [-0.501, -0.382, -0.057], [-0.024, -0.028, -0.068], [-0.015, 0.005, -0.034], [0.037, 0.053, -0.031], [-0.036, -0.012, -0.050]], "mulliken_charge": [-0.201, -0.508, -0.575, 0.017, -0.178, -0.567, -0.563, 0.279, -0.574, -0.067, 0.195, -0.623, -0.541, 0.151, -0.269, -0.092, -0.249, -0.089, -0.172, -0.494, -0.573, -0.794, -0.564, -0.832, -0.204, -0.339, -0.303, -0.646, -0.796, -0.475, -0.327, -0.278, -0.892, 0.120, -0.542, -0.432, -0.330, -0.150, -0.006, -0.865, -0.382, -0.306, -0.566, -0.358, 0.271, -0.579, -0.401, -0.585, 0.449, 0.424, 0.249, 0.446, 0.355, 0.470, 0.388, 0.401, 0.424, 0.292, 0.304, 0.172, 0.377, 0.385, 0.401, 0.418, 0.678, 0.378, 0.397, 0.449, 0.446, 0.242, 0.270, 0.444, 0.421, 0.386, 0.388, 0.286, 0.247, 0.485, 0.252, 0.414, 0.396, 0.398, 0.566, 0.272, 0.636, 0.460, 0.389, 0.333, 0.365, 0.373, 0.308, 0.406, 0.380, 0.487, 0.345], "homo_lumo_gap_ev": 8.1, "molar_mass_g_mol": 643.86, "total_charge": 1, "e_tot_ha": -2027.2921, "homo_energy_ev": -10.84}

---

Please write out number 3 again, unchanged.
{"formula": "CH4NP3", "method": "wB97M-V/def2-TZVPD", "symbols": ["P", "P", "P", "N", "C", "H", "H", "H", "H"], "coordinates": [[-1.9205, 0.6767, 0.1691], [-1.2399, -1.5692, -0.0426], [0.8589, -1.0865, 0.1835], [-0.5752, 1.3663, 0.0150], [0.7562, 0.9148, -0.0195], [-1.6262, -1.5603, 1.4171], [1.4663, 1.2806, 0.6105], [1.2600, -1.0540, -1.2682], [1.0204, 1.0317, -1.0650]], "forces_ev_per_a": [[-0.307, -0.930, -0.666], [-0.912, 0.691, 1.430], [0.783, 1.002, -1.501], [0.648, 1.255, 1.364], [-2.375, -2.737, -2.713], [0.671, -0.409, -1.283], [1.441, 1.715, 1.927], [-0.692, -0.829, 1.412], [0.743, 0.242, 0.030]], "nbo_charge": [0.888, -0.176, 0.134, -0.865, -0.411, 0.002, 0.212, -0.006, 0.221], "homo_lumo_gap_ev": 8.6, "molar_mass_g_mol": 122.97, "e_tot_ha": -1119.2539, "homo_energy_ev": -8.90, "relative_energy_kcal_mol": 7.98, "smiles": "C1N=P#[PH]P1"}